24
Properties=species:S:1:pos:R:3 method="wB97M-V/def2-TZVPD" total_charge=+1 homo_lumo_gap_ev=10.0 e_tot_ha=-367.90016 de_lowest_kcal_mol=51.64
C -1.1713 0.5839 2.3378
C -1.5682 1.7931 0.1571
C 0.8158 -0.3252 -2.9094
C -0.2942 -2.0689 -1.3192
C -1.6686 0.6013 1.1275
C 0.4567 -0.7774 -1.4669
N 1.9607 0.2408 1.9573
O 0.9350 -0.1412 -0.5720
H 2.7491 0.7801 1.8866
H -0.6651 1.4842 2.8134
H -1.2606 -0.2665 2.9435
H -2.5351 1.7551 -0.2706
H -0.6803 1.6094 -0.3592
H -1.6203 2.7630 0.7031
H 0.9521 0.7347 -3.0849
H 1.8292 -0.5209 -3.2347
H 0.1430 -0.6573 -3.7349
H -1.3247 -1.9797 -1.2076
H 0.0480 -2.7752 -2.1114
H 0.0667 -2.5697 -0.4032
H -2.1263 -0.4000 0.9433
H 1.3151 0.7168 2.5885
H 2.0771 -0.7042 2.2529
H 1.5662 0.1237 0.9630